Computed, not measured: a cluster of 14 separate species, C40H75N7O7S7 in total at a distorted geometry, with ωB97M-V with the def2-TZVPD basis set.

The geometry in XYZ format:
```
136
C40H75N7O7S7, DFT ωB97M-V with the def2-TZVPD basis set
C 2.608 8.263 -1.087
S 1.236 8.390 -2.398
O 1.646 9.546 -3.353
C 1.786 6.856 -3.323
H 2.654 7.269 -0.641
H 2.352 8.817 -0.183
H 3.572 8.547 -1.508
H 2.861 6.770 -3.485
H 1.240 6.887 -4.266
H 1.561 5.897 -2.856
C 2.630 -4.596 -2.571
S 2.073 -4.012 -4.269
O 3.365 -3.983 -5.105
C 1.042 -5.458 -4.851
H 1.834 -4.854 -1.872
H 3.245 -3.783 -2.184
H 3.257 -5.473 -2.729
H 0.745 -5.334 -5.892
H 0.190 -5.597 -4.185
H 1.686 -6.337 -4.893
C -0.648 -1.609 6.035
S -2.111 -1.788 7.163
O -3.239 -2.066 6.216
C -1.838 -3.345 8.047
H -0.511 -2.565 5.528
H 0.225 -1.306 6.612
H -0.836 -0.857 5.269
H -1.879 -4.144 7.307
H -2.619 -3.471 8.797
H -0.901 -3.348 8.605
C 9.409 -1.201 -1.047
S 8.100 -0.386 -2.089
O 6.725 -0.798 -1.442
C 8.221 -1.432 -3.559
H 10.362 -1.078 -1.563
H 9.172 -2.245 -0.843
H 9.404 -0.602 -0.136
H 9.082 -1.328 -4.219
H 7.301 -1.225 -4.105
H 8.102 -2.481 -3.289
C -4.935 2.799 3.237
S -6.629 2.564 2.509
O -6.901 1.047 2.439
C -7.634 3.406 3.881
H -4.703 3.839 3.467
H -4.034 2.486 2.708
H -4.971 2.453 4.270
H -8.692 3.179 3.754
H -7.440 4.466 4.051
H -7.321 2.932 4.811
C -5.068 -3.848 1.308
S -5.565 -5.636 1.629
O -6.412 -6.041 0.480
C -6.679 -5.311 3.100
H -5.873 -3.486 0.669
H -4.073 -3.770 0.871
H -4.927 -3.310 2.246
H -7.216 -6.191 3.455
H -7.429 -4.593 2.767
H -6.008 -4.841 3.820
C -6.567 1.983 -3.264
S -7.647 2.332 -4.708
O -8.887 1.434 -4.793
C -8.267 3.931 -4.152
H -7.103 2.151 -2.330
H -5.660 2.586 -3.297
H -6.226 0.949 -3.211
H -8.461 4.413 -5.110
H -7.655 4.522 -3.470
H -9.225 3.675 -3.700
C 5.022 2.924 -4.431
C 5.141 3.673 -3.157
N 5.189 4.219 -2.152
H 6.003 2.961 -4.904
H 4.332 3.381 -5.141
H 4.845 1.867 -4.233
N 3.305 5.442 4.243
C 2.736 4.451 3.506
C 1.906 3.638 4.290
C 1.930 4.252 5.552
C 2.842 5.300 5.555
H 4.069 6.022 3.923
H 2.983 4.318 2.463
H 1.283 2.797 4.024
H 1.403 4.009 6.462
H 3.154 5.978 6.336
N -3.702 0.846 -8.739
C -3.189 1.621 -7.680
C -1.887 1.157 -7.373
C -1.696 0.049 -8.230
C -2.795 -0.136 -8.986
H -4.552 0.987 -9.266
H -3.748 2.441 -7.254
H -1.262 1.658 -6.649
H -0.811 -0.567 -8.286
H -2.954 -0.840 -9.789
N 7.363 0.133 6.630
C 7.921 -0.437 5.536
C 7.080 -0.375 4.484
C 5.988 0.302 4.988
C 6.202 0.709 6.276
H 7.870 0.341 7.479
H 8.901 -0.891 5.525
H 7.168 -0.773 3.484
H 5.139 0.652 4.420
H 5.693 1.417 6.913
N -4.836 -2.163 -5.390
C -6.084 -2.724 -5.611
C -6.134 -3.820 -4.792
C -4.941 -3.958 -4.098
C -4.097 -2.955 -4.528
H -4.552 -1.289 -5.807
H -6.812 -2.193 -6.207
H -7.038 -4.358 -4.545
H -4.753 -4.630 -3.274
H -3.067 -2.713 -4.311
N 1.903 0.375 -0.914
C 1.351 -0.261 0.181
C -0.013 -0.247 0.005
C -0.269 0.223 -1.339
C 0.956 0.641 -1.881
H 2.910 0.450 -0.951
H 2.043 -0.475 0.983
H -0.754 -0.455 0.762
H -1.226 0.431 -1.796
H 1.166 1.192 -2.785
N 3.792 -3.699 6.055
C 3.008 -4.389 6.904
C 2.349 -5.386 6.187
C 2.598 -5.188 4.841
C 3.522 -4.138 4.779
H 4.424 -2.937 6.253
H 3.072 -4.098 7.942
H 1.707 -6.148 6.603
H 2.096 -5.571 3.965
H 3.911 -3.696 3.874
```

The calculation puts the HOMO-LUMO gap at 7.8 eV. Its LUMO energy is 0.0017 Ha. As for the energy: -5265.9625 Eh. As for the HOMO energy: -7.8 eV. The charge is 0.